# 1
{
  "formula": "C36H40BMnN8O2S2",
  "method": "wB97M-V/def2-TZVPD",
  "homo_lumo_gap_ev": [6.001, 6.347],
  "molar_mass_g_mol": 746.7,
  "spin_multiplicity": 5,
  "relative_energy_kcal_mol": 12.24,
  "s_squared": 6.262,
  "symbols": ["Mn", "C", "C", "C", "C", "C", "C", "N", "N", "B", "N", "C", "C", "C", "N", "C", "C", "C", "N", "C", "C", "C", "N", "C", "C", "C", "H", "H", "H", "H", "H", "H", "H", "H", "H", "H", "H", "H", "H", "H", "H", "H", "H", "H", "H", "H", "H", "H", "H", "H", "H", "H", "H", "H", "N", "C", "H", "O", "S", "O", "N", "C", "S", "C", "C", "C", "C", "C", "C", "H", "H", "H", "H", "C", "C", "C", "C", "C", "C", "C", "C", "C", "C", "H", "H", "H", "H", "H", "H", "H"],
  "xyz": [[-0.06, 0.39, -0.20], [-0.24, -2.30, 3.19], [1.09, -2.40, 2.43], [0.96, -3.12, 1.09], [1.73, -1.05, 2.28], [2.79, -0.59, 3.06], [3.06, 0.67, 2.58], [2.21, 0.94, 1.59], [1.37, -0.12, 1.38], [2.15, 2.24, 0.75], [2.33, 1.87, -0.73], [3.27, 2.32, -1.57], [3.21, 1.59, -2.73], [2.18, 0.66, -2.54], [1.65, 0.84, -1.32], [1.83, -0.44, -3.51], [2.33, -1.78, -2.96], [0.35, -0.52, -3.87], [0.80, 2.92, 1.04], [0.57, 4.15, 1.49], [-0.77, 4.25, 1.83], [-1.31, 2.99, 1.56], [-0.35, 2.19, 1.07], [-2.71, 2.55, 1.85], [-3.53, 2.19, 0.60], [-2.72, 1.41, 2.87], [-0.70, -3.29, 3.27], [-0.08, -1.91, 4.19], [-0.94, -1.64, 2.69], [1.78, -2.97, 3.05], [0.36, -2.56, 0.38], [1.94, -3.26, 0.63], [0.49, -4.09, 1.20], [3.29, -1.11, 3.85], [3.80, 1.40, 2.87], [3.04, 2.98, 1.08], [3.92, 3.13, -1.27], [3.83, 1.69, -3.61], [2.39, -0.20, -4.41], [1.83, -2.03, -2.03], [2.10, -2.58, -3.67], [3.41, -1.75, -2.78], [-0.24, -0.83, -3.01], [-0.03, 0.43, -4.24], [0.19, -1.29, -4.62], [1.37, 4.87, 1.56], [-1.28, 5.10, 2.24], [-3.19, 3.41, 2.32], [-3.14, 1.30, 0.11], [-4.56, 2.00, 0.88], [-3.51, 3.00, -0.13], [-2.14, 0.55, 2.50], [-2.26, 1.72, 3.81], [-3.73, 1.07, 3.07], [-2.46, -1.53, 0.51], [-1.59, -0.84, 0.25], [-3.23, -2.17, 0.49], [-2.17, -5.31, -6.13], [-2.64, -4.23, -5.30], [-3.24, -3.09, -5.94], [-1.47, -3.75, -4.26], [-1.78, -3.98, -3.01], [-0.81, -3.61, -1.67], [-3.12, -4.65, -2.84], [-3.77, -5.04, -1.68], [-5.04, -5.60, -1.78], [-5.65, -5.77, -3.02], [-4.99, -5.40, -4.19], [-3.74, -4.85, -4.06], [-3.26, -4.92, -0.73], [-5.55, -5.91, -0.88], [-6.64, -6.21, -3.07], [-5.45, -5.54, -5.16], [-4.77, 0.32, -3.88], [-4.10, -0.70, -3.17], [-2.96, -0.43, -2.47], [-2.43, 0.88, -2.40], [-1.29, 1.27, -1.64], [-0.79, 2.54, -1.74], [-1.43, 3.52, -2.53], [-2.57, 3.20, -3.20], [-3.09, 1.89, -3.15], [-4.26, 1.58, -3.88], [-5.66, 0.08, -4.45], [-4.48, -1.71, -3.21], [-2.42, -1.26, -2.03], [0.09, 2.85, -1.20], [-1.01, 4.52, -2.58], [-3.08, 3.94, -3.80], [-4.74, 2.37, -4.45]]
}

# 2
{
  "formula": "C20H21F3IrN4OSSi",
  "method": "wB97M-V/def2-TZVPD",
  "homo_lumo_gap_ev": 7.131,
  "charge": 1,
  "molar_mass_g_mol": 642.8,
  "relative_energy_kcal_mol": 0.00,
  "symbols": ["Ir", "C", "C", "C", "C", "C", "C", "N", "N", "C", "C", "C", "C", "C", "N", "H", "H", "H", "H", "H", "H", "H", "H", "H", "F", "C", "F", "F", "C", "C", "C", "C", "N", "C", "S", "H", "H", "H", "C", "Si", "C", "C", "O", "H", "H", "H", "H", "H", "H", "H", "H", "H"],
  "xyz": [[-0.21, 0.26, -0.75], [4.82, -2.21, -1.12], [5.00, -0.98, -1.75], [4.00, -0.03, -1.72], [2.81, -0.32, -1.07], [2.61, -1.55, -0.45], [3.62, -2.49, -0.47], [1.76, 0.65, -1.01], [2.13, 1.84, -1.15], [1.07, 2.75, -1.15], [1.32, 4.10, -1.32], [0.25, 4.97, -1.35], [-1.04, 4.46, -1.22], [-1.21, 3.10, -1.05], [-0.18, 2.27, -1.03], [5.60, -2.95, -1.15], [5.93, -0.77, -2.26], [4.13, 0.93, -2.20], [1.68, -1.76, 0.06], [3.48, -3.45, 0.02], [2.35, 4.43, -1.42], [0.41, 6.03, -1.48], [-1.90, 5.11, -1.24], [-2.19, 2.66, -0.93], [-4.55, -4.12, -1.92], [-3.34, -3.57, -1.92], [-2.49, -4.41, -1.31], [-2.94, -3.44, -3.19], [-3.35, -2.23, -1.22], [-4.49, -1.74, -0.59], [-4.45, -0.52, 0.08], [-3.26, 0.19, 0.09], [-2.19, -0.27, -0.55], [-2.21, -1.46, -1.17], [-0.54, -1.76, -1.72], [-5.40, -2.32, -0.62], [-5.32, -0.14, 0.59], [-3.14, 1.13, 0.62], [-0.62, -1.67, 2.23], [0.04, 0.07, 2.44], [-0.87, 0.92, 3.83], [1.87, 0.04, 2.81], [-0.27, 0.99, 1.10], [-0.46, -2.23, 3.15], [-0.14, -2.23, 1.43], [-1.69, -1.67, 2.04], [-0.68, 0.42, 4.78], [-1.95, 0.91, 3.65], [-0.56, 1.96, 3.92], [2.08, -0.53, 3.72], [2.24, 1.05, 2.96], [2.45, -0.41, 2.00]]
}

# 3
{
  "formula": "C5H11O3",
  "method": "wB97M-V/def2-TZVPD",
  "homo_lumo_gap_ev": 7.692,
  "charge": -1,
  "molar_mass_g_mol": 119.1,
  "relative_energy_kcal_mol": 20.08,
  "symbols": ["C", "C", "O", "H", "H", "H", "H", "H", "H", "C", "C", "C", "O", "O", "H", "H", "H", "H", "H"],
  "xyz": [[-1.48, 0.74, -2.12], [-0.11, 1.31, -2.44], [-2.48, 1.79, -2.11], [-1.83, 0.02, -2.87], [-1.37, 0.14, -1.21], [0.58, 0.46, -2.56], [-2.17, 2.36, -1.38], [0.24, 1.84, -1.55], [-0.07, 1.94, -3.32], [0.15, -1.42, 1.87], [0.11, -0.67, 3.20], [1.19, -0.85, 0.80], [2.22, -0.33, 1.28], [0.84, -1.03, -0.38], [0.55, -2.42, 2.09], [-0.79, -1.52, 1.34], [1.13, -0.44, 3.52], [-0.32, -1.27, 4.00], [-0.37, 0.31, 3.12]]
}

# 4
{
  "formula": "C18H27ClN2O13",
  "method": "wB97M-V/def2-TZVPD",
  "homo_lumo_gap_ev": 9.394,
  "molar_mass_g_mol": 514.9,
  "smiles": "O=NO[C@@H]1NC(=O)[C@@H](Cl)[C@@H]1CCO.C[C@@H]1COC(=O)O1.C[C@@H]1COC(=O)O1.C[C@@H]1COC(=O)O1",
  "symbols": ["O", "N", "O", "C", "N", "C", "O", "C", "Cl", "C", "C", "C", "O", "H", "H", "H", "H", "H", "H", "H", "H", "H", "C", "C", "C", "O", "C", "O", "O", "H", "H", "H", "H", "H", "H", "C", "C", "C", "O", "C", "O", "O", "H", "H", "H", "H", "H", "H", "C", "C", "C", "O", "C", "O", "O", "H", "H", "H", "H", "H", "H"],
  "xyz": [[-7.71, 1.00, 0.61], [-6.75, 0.41, 0.83], [-5.68, 0.73, -0.15], [-5.15, 2.05, -0.07], [-4.59, 2.34, -1.42], [-3.16, 2.44, -1.25], [-2.44, 3.07, -1.96], [-2.83, 1.70, 0.03], [-1.20, 1.93, 0.64], [-3.96, 2.23, 0.90], [-4.03, 1.73, 2.33], [-5.29, 2.13, 3.10], [-5.59, 3.52, 3.04], [-5.94, 2.78, 0.15], [-4.75, 1.51, -1.99], [-2.97, 0.63, -0.16], [-3.82, 3.32, 0.93], [-3.90, 0.65, 2.39], [-3.18, 2.17, 2.87], [-5.14, 1.85, 4.15], [-6.16, 1.57, 2.75], [-4.90, 3.99, 2.57], [0.13, -1.65, 4.32], [-0.57, -0.34, 4.09], [0.21, 0.91, 4.48], [-0.84, 1.83, 4.80], [-1.92, 1.11, 5.19], [-2.91, 1.58, 5.67], [-1.73, -0.20, 4.94], [-0.57, -2.48, 4.21], [0.92, -1.77, 3.58], [0.56, -1.69, 5.32], [-0.92, -0.25, 3.06], [0.82, 1.31, 3.68], [0.82, 0.74, 5.37], [3.99, 1.52, -1.78], [3.22, 0.23, -1.88], [1.77, 0.35, -2.32], [1.16, -0.78, -1.68], [1.88, -1.06, -0.57], [1.53, -1.80, 0.29], [3.04, -0.36, -0.57], [4.92, 1.36, -1.25], [4.22, 1.89, -2.78], [3.41, 2.28, -1.25], [3.75, -0.49, -2.49], [1.63, 0.29, -3.40], [1.30, 1.26, -1.94], [5.28, -4.54, -5.86], [5.72, -3.98, -4.53], [4.66, -3.87, -3.46], [5.12, -2.75, -2.69], [5.86, -1.96, -3.51], [6.22, -0.86, -3.24], [6.11, -2.60, -4.67], [6.05, -4.39, -6.61], [5.09, -5.61, -5.76], [4.36, -4.06, -6.19], [6.59, -4.52, -4.15], [4.58, -4.74, -2.81], [3.68, -3.63, -3.88]]
}

# 5
{
  "formula": "C5H9BrN3",
  "method": "wB97M-V/def2-TZVPD",
  "homo_lumo_gap_ev": 8.489,
  "charge": 1,
  "molar_mass_g_mol": 191.1,
  "relative_energy_kcal_mol": 35.14,
  "symbols": ["C", "C", "C", "C", "C", "N", "N", "N", "Br", "H", "H", "H", "H", "H", "H", "H", "H", "H"],
  "xyz": [[-0.57, -1.09, 1.03], [-1.19, 1.09, -0.44], [-0.48, -1.35, -0.39], [-0.77, -0.14, -1.20], [-0.34, 1.15, 0.87], [-0.56, 0.06, 1.57], [-2.01, 1.95, -0.85], [0.23, 2.25, 1.23], [3.46, -0.44, 0.13], [-0.74, -1.98, 1.73], [0.48, -1.84, -0.64], [-1.20, -2.16, -0.71], [-1.43, -0.26, -2.06], [0.11, 0.44, -1.55], [-2.40, 2.78, -0.33], [4.85, -0.21, 0.49], [1.05, 2.26, 2.01], [0.35, 2.94, 0.49]]
}

# 6
{
  "formula": "C36H31FeN10O2S",
  "method": "wB97M-V/def2-TZVPD",
  "homo_lumo_gap_ev": 5.129,
  "charge": -1,
  "molar_mass_g_mol": 723.6,
  "relative_energy_kcal_mol": 30.61,
  "symbols": ["Fe", "O", "C", "N", "C", "C", "C", "C", "C", "C", "N", "C", "O", "C", "C", "C", "C", "C", "N", "C", "C", "C", "C", "C", "N", "H", "H", "H", "H", "H", "H", "H", "H", "H", "H", "H", "H", "C", "C", "C", "C", "C", "C", "C", "C", "S", "C", "N", "C", "C", "C", "C", "C", "C", "C", "C", "H", "H", "H", "H", "H", "H", "H", "H", "H", "H", "H", "H", "H", "H", "H", "H", "N", "N", "N", "C", "N", "N", "H", "H", "H"],
  "xyz": [[-0.76, 0.39, 0.49], [-2.05, -1.77, -2.74], [-1.58, -1.28, -1.71], [-1.50, -0.01, -1.31], [-2.65, 0.79, -1.56], [-3.17, 1.10, -2.80], [-4.36, 1.83, -2.90], [-5.01, 2.23, -1.74], [-4.50, 1.92, -0.48], [-3.31, 1.20, -0.37], [-2.61, 0.90, 0.78], [-3.01, 1.13, 2.06], [-4.13, 1.52, 2.41], [-1.93, 0.92, 3.04], [-2.12, 0.95, 4.40], [-1.10, 0.61, 5.30], [0.00, -0.08, 4.74], [0.20, -0.13, 3.40], [-0.54, 0.82, 2.55], [-1.15, -2.22, -0.60], [-1.16, -3.59, -0.80], [-1.02, -4.44, 0.28], [-0.91, -3.88, 1.54], [-0.91, -2.50, 1.67], [-0.99, -1.67, 0.62], [-2.66, 0.75, -3.69], [-4.76, 2.08, -3.87], [-5.94, 2.79, -1.81], [-5.02, 2.20, 0.42], [-3.12, 1.19, 4.74], [-1.27, 0.62, 6.36], [0.64, -0.69, 5.37], [0.91, -0.77, 2.90], [-1.33, -3.95, -1.81], [-1.02, -5.51, 0.15], [-0.84, -4.48, 2.43], [-0.85, -2.02, 2.64], [0.82, -2.98, -3.50], [2.28, -3.18, -3.09], [3.17, -2.87, -4.31], [2.47, -4.65, -2.68], [2.67, -2.28, -1.93], [4.00, -2.29, -1.46], [4.43, -1.47, -0.44], [3.50, -0.63, 0.16], [3.72, 0.57, 1.39], [2.02, 0.95, 1.30], [1.35, 0.24, 0.45], [2.17, -0.64, -0.24], [1.76, -1.44, -1.31], [1.50, 2.08, 2.08], [2.26, 3.24, 2.17], [1.76, 4.39, 2.77], [0.47, 4.37, 3.27], [-0.31, 3.22, 3.20], [0.20, 2.06, 2.62], [0.59, -3.63, -4.35], [0.62, -1.95, -3.81], [0.13, -3.21, -2.70], [2.89, -3.52, -5.14], [4.23, -3.04, -4.10], [3.04, -1.84, -4.62], [2.18, -5.31, -3.50], [1.85, -4.88, -1.81], [3.51, -4.86, -2.42], [4.72, -2.96, -1.92], [5.47, -1.48, -0.11], [0.74, -1.37, -1.64], [3.25, 3.25, 1.72], [2.36, 5.28, 2.83], [0.06, 5.25, 3.74], [-1.32, 3.20, 3.59], [1.25, 4.84, -1.70], [0.36, 4.05, -0.99], [-0.74, 4.53, -0.46], [-1.27, 3.43, 0.07], [-0.49, 2.36, -0.14], [0.55, 2.78, -0.83], [1.35, 5.70, -1.17], [2.13, 4.34, -1.69], [-2.20, 3.40, 0.60]]
}